--- a ---
This record from OMol25 describes a cluster of 8 separate species, C32H48O24 in total. The level of theory is ωB97M-V/def2-TZVPD.

ORCA input file:
```
! wB97M-V def2-TZVPD RIJCOSX def2/J DEFGRID3
* xyz 0 1
C -1.8121 -0.4791 -0.2802
C -0.4694 0.2790 -0.1229
C 0.1394 1.0144 -1.3098
O 0.5284 2.2587 -0.8046
C -0.0134 2.4465 0.4121
O 0.1586 3.4457 1.0849
O -0.7270 1.3876 0.7580
H -2.2330 -0.7442 0.6898
H -1.6261 -1.3719 -0.8772
H -2.5470 0.1672 -0.7602
H 0.2974 -0.3870 0.2727
H -0.6526 1.0989 -2.0539
H 0.9542 0.4220 -1.7262
C 2.2342 8.3744 5.5900
C 1.2453 7.3797 6.2787
C 1.8750 6.2087 6.9731
O 1.0103 5.9977 8.0959
C 0.5401 7.2390 8.4519
O 0.0157 7.5083 9.4967
O 0.6527 8.0962 7.3646
H 2.6020 7.9531 4.6544
H 3.0807 8.5442 6.2554
H 1.8069 9.3449 5.3380
H 0.4807 7.0237 5.5883
H 2.9279 6.3055 7.2381
H 1.7423 5.3118 6.3681
C -7.9888 -0.5888 3.2836
C -8.1186 -0.6011 1.7647
C -9.4556 -0.0172 1.2094
O -9.0746 0.7576 0.0652
C -7.8052 1.0113 0.1760
O -7.2078 1.7649 -0.6118
O -7.3485 0.4618 1.3021
H -8.2714 -1.5382 3.7386
H -8.5904 0.1837 3.7626
H -6.9740 -0.4163 3.6420
H -7.7256 -1.5082 1.3056
H -9.9561 0.6209 1.9377
H -10.2078 -0.7567 0.9348
C 4.0445 -8.7784 0.7339
C 3.5740 -8.0202 -0.5227
C 2.1139 -8.2675 -0.8649
O 1.6362 -6.9783 -1.0756
C 2.5351 -6.0724 -0.7774
O 2.4634 -4.9053 -1.0617
O 3.5648 -6.6804 -0.1611
H 5.0240 -8.4926 1.1174
H 4.0778 -9.8425 0.5004
H 3.2737 -8.7214 1.5025
H 4.2874 -8.1541 -1.3359
H 1.6048 -8.7259 -0.0171
H 2.0367 -8.9307 -1.7264
C -2.3786 -3.5267 -5.4001
C -2.7665 -2.2947 -6.3055
C -4.2308 -2.0068 -6.5443
O -4.2629 -0.5973 -6.4851
C -3.1518 -0.1381 -5.9443
O -2.9688 1.0227 -5.6153
O -2.3569 -1.1229 -5.6898
H -2.5133 -4.4999 -5.8720
H -3.0215 -3.5800 -4.5214
H -1.3524 -3.3426 -5.0822
H -2.4262 -2.3845 -7.3372
H -4.8816 -2.4372 -5.7832
H -4.5364 -2.3838 -7.5203
C 5.5434 0.2768 1.0210
C 6.5129 0.1516 -0.1293
C 6.7861 -1.3304 -0.4383
O 6.4406 -1.4919 -1.8041
C 5.9099 -0.3455 -2.2696
O 5.4906 -0.1458 -3.4432
O 5.8802 0.5521 -1.2857
H 5.8661 -0.2477 1.9204
H 4.6003 -0.2275 0.8105
H 5.3040 1.3013 1.3060
H 7.3911 0.7744 0.0409
H 6.2326 -1.9356 0.2797
H 7.8424 -1.4814 -0.2155
C -1.0409 -4.3462 4.6402
C -1.2961 -2.8908 5.1923
C -1.3285 -2.6076 6.6859
O -0.3313 -1.5556 6.7370
C 0.1873 -1.2584 5.6004
O 1.0822 -0.4779 5.4305
O -0.4241 -1.9195 4.6899
H -0.2860 -4.9423 5.1528
H -0.7046 -4.2545 3.6075
H -1.9446 -4.9556 4.6431
H -2.3161 -2.6182 4.9213
H -1.1379 -3.4386 7.3650
H -2.3254 -2.1779 6.7837
C 1.3737 4.9823 -8.3979
C 1.8266 5.5188 -7.0397
C 2.2022 4.4586 -6.0597
O 3.3419 5.0194 -5.3535
C 3.8226 5.9655 -6.1676
O 4.8157 6.5985 -5.9148
O 3.0886 6.0676 -7.2836
H 2.1734 4.3461 -8.7773
H 1.3564 5.7864 -9.1335
H 0.4463 4.4098 -8.3767
H 1.1499 6.2427 -6.5857
H 2.2395 3.4503 -6.4721
H 1.3535 4.4091 -5.3776
*
```

Computed properties:
Molecular weight   816.71 g mol⁻¹
Orbital gap   10.371 eV



--- b ---
This record from OMol25 describes a cluster of 8 separate species, C32H48O24 in total. The level of theory is ωB97M-V/def2-TZVPD.

ORCA input file:
```
! wB97M-V def2-TZVPD RIJCOSX def2/J DEFGRID3
* xyz 0 1
C 0.0929 -0.4869 -1.0025
C 0.9616 -0.4130 0.2449
C 2.2054 0.4654 0.0638
O 1.9789 1.4743 1.0100
C 0.8921 1.2754 1.7388
O 0.5232 2.0204 2.6164
O 0.4109 0.0482 1.4886
H -0.8713 -0.9242 -0.7435
H 0.5567 -1.0769 -1.7930
H -0.2780 0.3690 -1.5665
H 1.1804 -1.4740 0.3650
H 2.2885 0.8974 -0.9335
H 3.1940 0.0139 0.1464
C 1.6655 3.0651 -3.4691
C 3.1911 3.1210 -3.2082
C 3.8617 4.3949 -3.7218
O 4.7538 4.7306 -2.7058
C 4.1531 4.3563 -1.4900
O 4.5319 4.8671 -0.4355
O 3.2779 3.2957 -1.8047
H 1.5344 3.1693 -4.5461
H 1.2039 3.9607 -3.0533
H 1.2315 2.1603 -3.0436
H 3.7489 2.2024 -3.3907
H 3.2106 5.2348 -3.9642
H 4.4314 4.1570 -4.6201
C -3.9635 -1.2092 -3.8908
C -3.7253 0.2794 -3.9477
C -4.5919 1.1600 -2.9687
O -3.7476 2.1988 -2.6532
C -2.4685 1.7354 -2.9152
O -1.4196 2.3533 -2.6681
O -2.5084 0.5435 -3.4622
H -3.6714 -1.5949 -4.8676
H -5.0443 -1.3447 -3.9306
H -3.6326 -1.6900 -2.9702
H -3.8439 0.5968 -4.9838
H -5.0525 0.5754 -2.1724
H -5.3383 1.5416 -3.6653
C 1.6252 -0.5293 -6.1475
C 2.4013 -1.6076 -5.3270
C 3.8799 -1.6414 -5.5574
O 4.5015 -1.6951 -4.2360
C 3.5086 -1.3825 -3.2984
O 3.6866 -1.4268 -2.0955
O 2.3159 -1.2825 -3.8864
H 1.8398 -0.4493 -7.2132
H 1.9651 0.4621 -5.8480
H 0.5686 -0.7468 -5.9912
H 1.9562 -2.6017 -5.2854
H 4.1921 -0.7526 -6.1057
H 4.1265 -2.5841 -6.0459
C 0.8398 0.5379 5.9193
C 1.3337 -0.6929 6.5236
C 2.8395 -0.8191 6.8978
O 2.8308 -1.2669 8.3022
C 1.7367 -1.2515 8.7896
O 1.5199 -1.4421 9.9999
O 0.8011 -0.9632 7.8397
H 1.2471 0.4462 4.9125
H 1.3276 1.3890 6.3945
H -0.2439 0.6349 5.9848
H 1.3633 -1.5423 5.8410
H 3.2826 0.1703 7.0111
H 3.4346 -1.4376 6.2259
C 0.5625 -4.9027 -2.2747
C 1.4383 -6.0490 -2.8541
C 1.0558 -7.3965 -2.1996
O 0.7029 -8.1402 -3.3948
C 0.9310 -7.4874 -4.5317
O 0.7633 -8.0525 -5.6206
O 1.0510 -6.2066 -4.2135
H 0.4504 -5.0114 -1.1960
H -0.4654 -4.8366 -2.6314
H 0.8647 -3.8558 -2.3038
H 2.5015 -5.8105 -2.8261
H 0.3072 -7.3948 -1.4073
H 1.9536 -7.8273 -1.7563
C -2.9327 1.5193 1.1971
C -3.1840 -0.0235 1.6319
C -4.5468 -0.2015 2.4579
O -5.4371 -0.6254 1.4220
C -4.7173 -1.3322 0.4742
O -5.2105 -2.0697 -0.4058
O -3.4269 -0.9352 0.6289
H -2.5739 1.9963 2.1092
H -3.7861 2.0245 0.7446
H -2.1217 1.5909 0.4723
H -2.3526 -0.2998 2.2805
H -4.9365 0.7532 2.8111
H -4.4628 -0.9583 3.2378
C -1.1366 3.9200 7.2224
C -2.1341 4.4617 6.1093
C -1.7502 3.8402 4.7317
O -2.5776 2.7261 4.6179
C -3.4215 2.6599 5.5239
O -4.2915 1.8248 5.6402
O -3.3208 3.7014 6.2983
H -0.1068 4.0629 6.8948
H -1.2359 2.8541 7.4276
H -1.2433 4.4396 8.1746
H -2.1486 5.5456 6.2234
H -0.7576 3.4004 4.6347
H -2.1071 4.5214 3.9593
*
```

Computed properties:
Molecular weight   816.71 g mol⁻¹
Orbital gap   10.236 eV



--- c ---
This record from OMol25 describes a cluster of 8 separate species, C32H48O24 in total. The level of theory is ωB97M-V/def2-TZVPD.

ORCA input file:
```
! wB97M-V def2-TZVPD RIJCOSX def2/J DEFGRID3
* xyz 0 1
C 10.0055 12.3967 24.4899
C 10.3723 11.0984 23.8541
C 9.2968 10.4966 22.9333
O 10.0484 9.9554 21.8569
C 11.3287 10.4039 21.9200
O 12.1864 10.0767 21.1680
O 11.4446 11.3081 22.9159
H 9.1360 12.3465 25.1484
H 9.7383 13.1621 23.7588
H 10.8463 12.7655 25.0788
H 10.7118 10.3598 24.5833
H 8.6205 11.2807 22.5887
H 8.7126 9.7222 23.4251
C 15.2596 3.0487 20.1170
C 14.2939 4.0166 19.4431
C 14.3294 5.4320 20.0247
O 15.3342 6.0584 19.2245
C 15.5368 5.3701 18.0903
O 16.2770 5.7145 17.2251
O 14.7992 4.2427 18.0887
H 14.6569 2.4901 20.8476
H 15.9579 3.5829 20.7678
H 15.7864 2.3584 19.4717
H 13.3052 3.5835 19.3269
H 14.6555 5.4559 21.0612
H 13.3818 5.9462 19.8815
C 13.5877 6.8317 13.2342
C 14.4004 6.5198 11.9885
C 15.3349 7.6322 11.5500
O 16.4643 6.9086 11.0421
C 16.5069 5.7050 11.6602
O 17.4434 4.9766 11.6724
O 15.3254 5.4420 12.2697
H 13.4234 5.9101 13.7940
H 12.5738 7.0803 12.9081
H 13.9997 7.6002 13.8740
H 13.7390 6.2149 11.1777
H 15.6135 8.3796 12.2892
H 14.8654 8.1212 10.6945
C 10.8806 11.6951 17.9383
C 12.0161 12.5950 18.3744
C 12.5976 13.4664 17.2782
O 11.7002 14.5782 17.2739
C 11.3244 14.7543 18.5723
O 10.8985 15.7679 19.0098
O 11.5028 13.6158 19.2741
H 10.4817 11.1874 18.8235
H 11.3034 10.8073 17.4434
H 10.1610 12.1718 17.2816
H 12.7467 11.9927 18.9095
H 12.7096 12.9405 16.3330
H 13.5862 13.8418 17.5563
C 17.4723 9.0534 15.4608
C 16.0051 8.7606 15.6135
C 15.3497 9.2895 16.8849
O 14.8558 10.5863 16.5527
C 14.8556 10.7251 15.1996
O 14.4903 11.6832 14.6008
O 15.2993 9.5885 14.6431
H 18.0452 8.3748 16.1011
H 17.7183 10.1002 15.6262
H 17.8355 8.7606 14.4716
H 15.7319 7.7199 15.4643
H 16.0537 9.3872 17.7079
H 14.4991 8.6601 17.1458
C 3.6846 7.9668 25.0203
C 4.6251 7.0498 24.2950
C 4.0744 6.2022 23.1307
O 5.0573 6.3503 22.1049
C 5.9573 7.2979 22.4505
O 6.8633 7.6213 21.7523
O 5.6979 7.7956 23.6695
H 3.1256 8.5900 24.3260
H 4.2961 8.5837 25.6848
H 3.0262 7.4494 25.7171
H 5.1496 6.3656 24.9707
H 3.1622 6.6640 22.7419
H 3.8745 5.1785 23.4263
C 8.5153 4.7330 23.4066
C 9.0709 5.1551 22.0586
C 10.5029 5.7197 22.0320
O 11.0996 5.1361 20.8935
C 10.3440 4.0651 20.5002
O 10.5962 3.3791 19.5634
O 9.2925 3.9182 21.3036
H 9.2743 4.6240 24.1734
H 7.8539 3.8864 23.2505
H 7.8524 5.5592 23.6992
H 8.3620 5.7385 21.4745
H 10.9343 5.5288 23.0123
H 10.3831 6.7827 21.8246
C 8.5838 6.8150 18.4717
C 9.6640 7.7774 18.0571
C 10.7575 8.0361 19.1464
O 11.9704 7.6716 18.4827
C 11.7361 7.3010 17.2124
O 12.5630 7.0163 16.4083
O 10.4141 7.3367 16.9315
H 7.8001 6.7786 17.7127
H 8.0452 7.2684 19.3179
H 8.8998 5.8289 18.8065
H 9.1752 8.7161 17.7910
H 10.6619 7.3343 19.9612
H 10.6364 9.0942 19.3393
*
```

Computed properties:
Molecular weight   816.71 g mol⁻¹
Orbital gap   10.038 eV



Best to worst by energy: c, a, b.